Entry 1:
Below is the ion C9H14N3O with charge +1, with properties calculated with ωB97M-V/def2-TZVPD.

```
! wB97M-V def2-TZVPD RIJCOSX def2/J DEFGRID3
* xyz 1 1
O 1.47217 2.15961 0.09441
N 1.37995 -0.37284 1.71216
N -0.68329 0.62495 1.67573
N -0.17004 -1.01199 -1.35878
C 0.10015 2.06159 -0.21009
C 1.25122 -0.17147 0.33499
C 0.41794 0.04652 2.39233
C -1.79255 0.97991 2.22606
C -1.15992 -0.21029 -0.65473
C 2.11413 0.94736 -0.23593
C -0.66879 -2.05620 -2.21338
C -0.39052 0.70051 0.27456
C 0.94225 -1.38785 -0.50663
H -0.38781 2.90041 0.29107
H -1.72611 0.35919 -1.39802
H 1.79027 -1.67203 -1.13195
H -0.90149 -2.97387 -1.65692
H -0.06602 2.13109 -1.29360
H -2.60369 1.35518 1.62498
H -1.56979 -1.71627 -2.71771
H 0.68973 -2.24069 0.14645
H -1.91663 0.89998 3.29358
H 0.36049 -0.02787 3.46425
H -1.86310 -0.83506 -0.07960
H 2.19063 0.82619 -1.32322
H 3.10598 0.97579 0.21405
H 0.08484 -2.29186 -2.96406
*
```

## Properties
SMILES string = C=[N+]1C=N[C@]23COC[C@]12CN(C)C3

How is the electron density shared among the atoms? According to Mulliken, the charges in e are: -0.41, -0.63, 0.28, 0.17, -0.62, 1.71, -0.26, -0.05, -1.26, -0.86, -1.01, 0.10, -1.45, 0.34, 0.49, 0.46, 0.38, 0.39, 0.30, 0.33, 0.39, 0.27, 0.40, 0.42, 0.38, 0.41, 0.32

---

Entry 2:
Below is a structure of composition C26H51B3F3NO12, with properties calculated with ωB97M-V/def2-TZVPD.

```
! wB97M-V def2-TZVPD RIJCOSX def2/J DEFGRID3
* xyz 0 1
F -1.68434 -0.16377 1.55255
F -0.20459 1.49588 1.25222
F -1.62949 1.65430 2.91292
O -0.01853 -0.96456 4.09736
O -2.71270 5.13289 0.90934
O -1.49296 -0.63996 -2.24648
O -4.16593 0.79255 -2.69542
O 1.05135 -6.66431 -3.52473
O 1.63493 -4.77375 -1.17713
O 3.56816 -7.26296 -1.87372
O -2.32515 0.52202 -5.14039
O -1.42485 8.09248 0.81900
O 2.29082 -1.17202 4.73716
O -2.40793 6.84162 3.44215
O 1.60752 0.36666 2.96241
N 1.63421 -0.21621 7.55145
C -2.31600 3.77919 0.79287
C 4.84846 -2.86959 1.08096
C 4.40657 -0.11772 1.79915
C -1.75106 9.39756 0.38489
C -0.76598 8.08264 2.07799
C -0.86698 0.73424 2.21079
C -3.18622 1.69540 -3.20409
C -0.60311 -0.35168 -1.18463
C -2.77845 -1.03609 -1.78871
C 3.80273 -2.59522 2.07586
C 3.43872 -7.25029 -3.28956
C -3.51515 6.72018 2.55124
C 3.58716 -1.18635 2.40673
C -3.85725 -0.59758 -2.76525
C -2.73036 0.05831 -6.41184
C 0.38792 -5.34769 -1.54430
C 3.90757 -8.53924 -1.36924
C 5.44543 -0.40364 0.83587
C -3.66528 5.33500 1.94319
C 5.64933 -1.82189 0.49216
C -1.10823 6.82292 2.85731
C 2.39537 -6.23524 -3.72832
C 0.59016 -6.71527 -2.17670
C 0.67031 0.09121 6.44769
C -3.05229 1.66837 -4.71823
C 1.62769 -3.36193 -1.25218
B 2.47064 -0.69201 3.43226
B 0.98931 -0.70382 5.09558
B 0.26502 0.00774 3.11263
H 5.04800 -3.91462 0.75949
H -0.40856 -0.00972 6.74429
H -0.84224 9.97254 0.18313
H -3.49124 7.49790 1.78711
H -2.77931 -2.13077 -1.71057
H 0.32271 0.03195 -1.61471
H 0.81325 1.18503 6.19493
H -4.05074 1.68652 -5.16971
H 2.57059 -5.25707 -3.28058
H 1.89003 0.67348 7.99254
H -2.36596 9.91139 1.13177
H -2.99079 -0.60782 -0.80151
H -4.66266 5.24024 1.49532
H -1.04620 8.96138 2.67209
H 1.33910 -3.02794 -2.25484
H -0.14946 -4.70017 -2.24650
H 4.90833 -8.82943 -1.70312
H 1.09642 -0.72368 8.25877
H -3.53886 2.69064 -2.92115
H -2.33171 9.31037 -0.53312
H 0.31393 8.11088 1.88655
H 4.22444 0.93727 2.09810
H -0.20801 -5.45460 -0.62883
H 4.41439 -6.97450 -3.70840
H -1.51822 3.72288 0.05197
H 2.63926 -3.00697 -1.05349
H -3.62555 -0.90135 -3.78612
H 3.20425 -3.39944 2.55170
H -0.38663 -1.25844 -0.61281
H -0.41606 6.75781 3.70169
H 3.17206 -9.28760 -1.68345
H -0.95632 5.92440 2.25916
H -2.19975 -0.87127 -6.61717
H 3.89427 -8.48429 -0.28089
H 0.94745 -2.94290 -0.50417
H -2.48085 0.79185 -7.18592
H -2.49384 2.55276 -5.04976
H -3.15787 3.16058 0.46141
H -3.55436 4.58065 2.73061
H 2.49308 -6.10651 -4.80987
H -1.01902 0.41501 -0.53447
H -4.78304 -1.10999 -2.48872
H 6.45234 -2.05311 -0.23851
H -4.39952 6.90965 3.16509
H -0.38595 -7.20474 -2.22566
H 1.23071 -7.35318 -1.56653
H -2.22493 1.55083 -2.70944
H 6.06201 0.40942 0.39964
H -3.80550 -0.15151 -6.42375
H 3.15683 -8.24195 -3.66450
H -1.92681 3.40982 1.74014
*
```

How is the electron density shared among the atoms? According to Mulliken, the charges in e are: -0.20, -0.25, -0.28, -0.32, -0.33, -0.32, -0.49, -0.48, -0.23, -0.22, -0.21, -0.24, -0.68, -0.48, -0.17, -0.55, -0.86, -0.58, -0.40, -0.81, -0.62, 0.82, -0.02, -0.46, -0.34, -0.43, -0.59, -0.36, 0.58, -0.47, -0.83, -0.55, -0.82, -0.60, -0.48, -0.33, -0.17, -0.25, -0.39, -0.56, -0.70, -0.80, 0.38, 0.63, 0.06, 0.38, 0.33, 0.33, 0.12, 0.39, 0.48, 0.31, 0.36, 0.04, 0.24, 0.35, 0.17, 0.41, 0.36, 0.41, 0.30, 0.33, 0.25, 0.40, 0.23, 0.39, 0.28, 0.40, 0.38, 0.27, 0.31, 0.14, 0.37, 0.07, 0.41, 0.35, 0.01, 0.23, 0.23, 0.24, 0.32, 0.39, 0.46, 0.25, 0.41, 0.17, 0.45, 0.34, 0.42, 0.43, 0.12, -0.04, 0.36, 0.36, 0.37, 0.32

---

Energy above the lowest of the compared OMol25 structures with the same formula, charge and spin values, unit kcal per mole, following the record order: 15.9, 38.1.